Entry 1:
C14H17ClF5N4O8S2TeW | ωB97M-V/def2-TZVPD

Its charge is +1. The energy above the lowest of the compared OMol25 structures with the same formula, charge and spin comes out at 6.8 kcal/mol. The calculation puts the total energy at -94024.560 eV. For the HOMO energy, the calculation gives -12.23 eV. The calculation puts the largest force on an atom at 1.2 eV Å⁻¹.

Structure (XYZ):
```
53
Properties=species:S:1:pos:R:3:lowdin_charge:R:1
W 0.92 0.50 -1.02 1.962
Te 0.24 -1.27 -3.56 2.005
Cl 4.04 0.35 -1.09 1.014
S -1.92 -0.52 0.32 0.691
S 2.15 -0.96 1.82 1.060
F 0.76 2.01 -2.06 -0.310
F -0.77 0.22 -2.63 -0.533
F 0.38 -1.36 -0.96 -0.475
F 1.64 -2.20 -4.42 -0.493
F 0.07 -0.23 -5.07 -0.406
O 1.57 -0.24 -2.68 -0.693
O 3.41 -0.97 -0.92 -0.515
O 4.46 0.56 -2.44 -0.342
O -1.48 2.93 -0.98 0.118
O 1.34 -0.04 0.79 -0.819
O -1.35 -1.03 1.55 -0.297
O -2.23 -1.47 -0.70 -0.281
O 2.78 1.30 -0.79 -0.594
N 2.85 -3.29 0.74 0.065
N 0.87 2.36 0.34 0.111
N 0.61 -3.09 1.25 0.078
N -1.00 0.78 -0.24 -0.244
C -1.83 1.92 -0.45 -0.464
C 0.23 -4.33 0.56 -0.118
C 1.30 -4.71 -0.46 -0.138
C -4.50 0.04 1.29 -0.014
C 1.82 -2.60 1.20 -0.544
C -3.17 1.71 0.15 -0.131
C 2.11 5.48 1.13 -0.071
C 0.97 4.60 1.66 -0.174
C 0.90 3.33 0.94 -0.061
C -5.36 2.26 0.87 -0.035
C -3.34 0.44 0.67 -0.222
C -5.52 0.98 1.39 -0.039
C -4.19 2.64 0.24 0.021
C 2.68 -4.63 0.18 -0.118
H -0.73 -4.14 0.08 0.133
H 1.11 -5.72 -0.82 0.129
H -4.61 -0.96 1.69 0.129
H -6.18 2.97 0.96 0.116
H 1.26 -4.04 -1.31 0.113
H 3.69 -2.76 0.55 0.128
H 3.46 -4.78 -0.55 0.136
H 2.12 6.42 1.67 0.084
H 2.80 -5.37 0.97 0.135
H 1.10 4.38 2.72 0.127
H 0.10 -5.11 1.30 0.135
H -6.45 0.71 1.88 0.117
H 3.08 4.99 1.26 0.084
H -0.12 -2.44 1.54 0.094
H 0.01 5.09 1.54 0.130
H -4.05 3.63 -0.17 0.131
H 1.97 5.68 0.07 0.088
```



Entry 2:
C14H17ClNO4PPdS3 | ωB97M-V/def2-TZVPD

Its charge is +1. The energy above the lowest of the compared OMol25 structures with the same formula, charge and spin comes out at 3.9 kcal/mol. The calculation puts the total energy at -82262.688 eV. As for the expectation value of S²: 8.77. For the HOMO energy (alpha / beta), the calculation gives -11.70 / -11.93 eV. The multiplicity is 6. The calculation puts the largest force on an atom at 0.1 eV Å⁻¹.

Structure (XYZ):
```
42
Properties=species:S:1:pos:R:3:lowdin_charge:R:1
Pd 1.39 -0.13 -1.01 0.514
Cl 2.09 2.39 4.15 0.715
S 4.62 1.33 -4.00 1.105
S 0.63 -0.93 1.19 0.386
S 0.58 -1.66 -2.49 0.446
P -0.95 -2.08 0.80 0.452
O -1.19 2.88 -1.73 0.113
O -2.30 -1.33 0.47 -0.314
O -1.27 -2.93 2.07 -0.319
O 0.37 1.35 -2.15 -0.195
N 3.16 0.34 -2.20 -0.168
C -0.21 2.26 -1.39 -0.607
C 0.40 2.40 -0.02 -0.193
C 2.31 2.30 1.46 -0.102
C 5.34 0.26 -2.88 -0.358
C -2.87 -4.67 1.42 -0.071
C 1.45 2.42 2.54 -0.674
C 4.41 -0.18 -1.99 -0.217
C -2.58 -3.54 2.37 -0.227
C 1.78 2.29 0.18 -0.098
C 0.08 2.58 2.36 -0.078
C -3.75 0.40 -0.37 -0.046
C 3.13 1.15 -3.23 -0.464
C -0.44 2.58 1.08 -0.022
C -2.39 -0.24 -0.50 -0.262
H 2.45 2.29 -0.67 0.100
H -3.33 -2.75 2.32 0.115
H 2.22 1.65 -3.55 0.084
H -3.90 0.77 0.64 0.089
H -3.80 1.25 -1.06 0.094
H 3.38 2.24 1.63 0.115
H -4.54 -0.30 -0.61 0.087
H -2.09 -5.42 1.45 0.088
H -2.47 -3.87 3.39 0.128
H -1.59 0.47 -0.28 0.060
H -3.81 -5.15 1.71 0.092
H -0.56 2.70 3.22 0.117
H -1.50 2.71 0.91 0.130
H -2.99 -4.31 0.39 0.074
H -2.23 -0.65 -1.50 0.111
H 4.58 -0.86 -1.18 0.117
H 6.38 0.00 -2.92 0.083
```